[1]
{"formula": "C4H21INO6", "method": "ωB97M-V/def2-TZVPD", "species": ["I", "C", "C", "C", "O", "C", "N", "H", "H", "H", "H", "H", "H", "H", "H", "H", "H", "H", "O", "H", "H", "O", "H", "H", "O", "H", "H", "O", "H", "H", "O", "H", "H"], "positions_angstrom": [[-1.77, 0.34, -1.01], [2.25, -0.67, -0.76], [1.46, -0.49, 0.61], [2.40, -0.25, 1.81], [3.24, -1.44, 2.09], [2.54, -2.59, 2.44], [0.51, 0.61, 0.43], [1.61, -0.89, -1.61], [2.86, -1.57, -0.68], [2.92, 0.18, -0.90], [0.88, -1.38, 0.85], [1.85, 0.07, 2.69], [3.11, 0.56, 1.68], [1.67, -2.45, 3.08], [3.19, -3.36, 2.84], [2.20, -3.04, 1.50], [-0.06, 0.51, -0.39], [-0.17, 0.72, 1.17], [-0.95, 0.13, -3.89], [-0.20, -0.43, -4.09], [-0.99, 0.13, -2.93], [-2.84, 3.06, -1.69], [-2.36, 2.25, -1.51], [-3.44, 3.15, -0.94], [0.18, 2.34, -1.82], [0.90, 2.46, -1.20], [-0.36, 1.65, -1.43], [-3.86, -1.43, -0.01], [-3.27, -0.87, -0.53], [-4.08, -0.90, 0.76], [-3.24, 1.59, 1.11], [-2.65, 1.08, 0.54], [-3.53, 0.96, 1.77]], "total_charge": -1, "homo_ev": -4.86, "fmax_ha_per_bohr": 0.100, "energy_ev": -26362.9365}



[2]
{"formula": "C4H21N2O5", "method": "ωB97M-V/def2-TZVPD", "species": ["C", "C", "C", "C", "N", "N", "H", "H", "H", "H", "H", "H", "H", "H", "H", "H", "H", "H", "H", "O", "H", "H", "O", "H", "H", "O", "H", "H", "O", "H", "H", "O"], "positions_angstrom": [[2.02, 1.37, 1.94], [0.54, 1.88, 1.82], [0.24, 1.52, 0.39], [0.09, 2.20, -0.75], [-0.41, 1.74, -1.98], [-0.20, 0.10, 0.46], [2.77, 2.16, 1.69], [2.21, 0.38, 1.46], [2.15, 1.03, 3.06], [0.02, 1.57, 2.81], [0.61, 2.92, 1.96], [0.51, 3.16, -0.67], [-0.55, 0.74, -2.10], [-0.18, 2.23, -2.79], [0.51, -0.34, -0.17], [-0.13, -0.33, 1.34], [-1.15, 0.16, 0.14], [-3.03, 2.13, -0.70], [-2.80, 1.10, 0.34], [-3.21, 1.92, 0.22], [-0.46, -3.32, 1.04], [0.75, -2.73, 0.55], [-0.04, -2.48, 0.90], [-3.64, -1.24, -1.48], [-2.25, -1.79, -1.60], [-2.72, -0.98, -1.74], [-0.50, -2.20, -2.48], [0.48, -2.53, -1.14], [-0.33, -2.06, -1.55], [3.09, -2.43, -0.98], [3.08, -2.90, 0.39], [2.52, -2.99, -0.36]], "total_charge": 1, "homo_ev": -12.18, "fmax_ha_per_bohr": 0.085, "energy_ev": -17698.1223}



[3]
{"formula": "C4H21N2O5", "method": "ωB97M-V/def2-TZVPD", "species": ["C", "C", "C", "C", "N", "N", "H", "H", "H", "H", "H", "H", "H", "H", "H", "H", "H", "H", "H", "O", "H", "H", "O", "H", "H", "O", "H", "H", "O", "H", "H", "O"], "positions_angstrom": [[1.80, 2.87, 0.79], [0.79, 3.09, -0.34], [-0.03, 1.86, -0.60], [0.25, 1.12, -1.67], [-0.42, -0.15, -1.99], [-1.03, 1.61, 0.30], [2.43, 2.00, 0.58], [1.31, 2.70, 1.75], [2.46, 3.73, 0.89], [1.30, 3.41, -1.25], [0.12, 3.91, -0.09], [1.03, 1.37, -2.36], [0.27, -0.97, -1.96], [-1.15, -0.38, -1.33], [-0.85, -0.11, -2.91], [-1.42, 0.69, 0.37], [-1.07, 2.14, 1.15], [-3.02, 0.13, 3.20], [-1.62, -0.40, 3.50], [-2.17, -0.07, 2.79], [-2.90, -1.12, -0.06], [-2.05, -0.66, 1.17], [-2.00, -0.94, 0.23], [1.80, -2.38, -1.65], [0.45, -2.97, -1.40], [0.93, -2.44, -2.06], [-0.92, -2.41, 0.32], [-0.90, -3.99, 0.43], [-0.37, -3.22, 0.22], [1.53, -2.80, 0.67], [3.03, -3.12, 0.88], [2.43, -2.51, 0.44]], "total_charge": 1, "homo_ev": -11.75, "fmax_ha_per_bohr": 0.016, "energy_ev": -17701.4257}



[4]
{"formula": "C4H21N2O5", "method": "ωB97M-V/def2-TZVPD", "species": ["C", "O", "C", "C", "C", "N", "N", "H", "H", "H", "H", "H", "H", "H", "H", "H", "H", "H", "H", "H", "H", "H", "O", "H", "H", "O", "H", "H", "O", "H", "H", "O"], "positions_angstrom": [[-0.09, -2.34, 1.04], [-1.32, -2.06, 1.71], [-0.31, -2.16, -0.46], [1.01, -2.15, -1.24], [1.71, -0.76, -1.22], [0.97, 0.13, -2.12], [-1.09, -0.89, -0.68], [0.60, -1.60, 1.45], [0.27, -3.35, 1.25], [-1.77, -2.83, 2.03], [-0.93, -3.02, -0.80], [1.67, -2.89, -0.82], [0.83, -2.39, -2.29], [1.70, -0.36, -0.20], [2.75, -0.93, -1.51], [1.04, 1.10, -1.82], [1.26, 0.08, -3.08], [-0.74, -0.45, -1.56], [-0.87, -0.23, 0.08], [-2.09, -1.08, -0.71], [-0.74, 0.23, 2.55], [-1.11, 1.24, 1.41], [-0.39, 0.71, 1.80], [2.20, 2.76, 1.91], [0.77, 2.06, 1.91], [1.28, 2.86, 1.65], [-2.57, 2.40, -0.02], [-1.12, 2.25, -0.50], [-1.89, 1.73, -0.16], [0.78, 3.06, 0.01], [0.37, 3.88, -1.22], [0.38, 2.98, -0.90]], "total_charge": 1, "homo_ev": -13.23, "fmax_ha_per_bohr": 0.019, "energy_ev": -17701.8691}



[5]
{"formula": "C4H21N3O4", "method": "ωB97M-V/def2-TZVPD", "species": ["C", "N", "C", "C", "N", "C", "N", "H", "H", "H", "H", "H", "H", "H", "H", "H", "H", "H", "H", "H", "O", "H", "H", "O", "H", "H", "O", "H", "H", "O", "H", "H"], "positions_angstrom": [[2.66, 0.15, -0.16], [1.16, 0.28, -0.16], [0.37, -0.94, -0.38], [-1.12, -0.61, -0.16], [-1.35, -0.35, 1.32], [-2.51, 0.47, 1.64], [-2.16, 1.92, 1.52], [3.02, -0.07, 0.87], [3.17, -0.33, -1.03], [3.18, 1.14, -0.02], [0.79, 0.83, 0.54], [0.67, -1.81, 0.39], [0.42, -1.40, -1.42], [-1.38, 0.37, -0.82], [-1.69, -1.44, -0.37], [-0.46, -0.26, 1.86], [-3.33, 0.12, 1.02], [-2.67, 0.33, 2.71], [-2.11, 2.24, 0.59], [-2.84, 2.48, 2.08], [0.61, 0.88, 2.90], [0.90, 0.74, 3.84], [-0.25, 1.35, 2.99], [-1.29, -0.46, -4.12], [-0.66, 0.19, -3.75], [-1.74, -0.78, -3.36], [2.46, -3.21, -0.31], [2.61, -2.31, -0.36], [2.26, -3.71, -1.04], [0.34, 1.09, -2.59], [0.66, 1.00, -1.65], [0.30, 2.09, -2.57]], "homo_ev": -8.57, "fmax_ha_per_bohr": 0.094, "energy_ev": -17146.8367}



[6]
{"formula": "C4H21NO7", "method": "ωB97M-V/def2-TZVPD", "species": ["C", "N", "C", "C", "C", "O", "H", "H", "H", "H", "H", "H", "H", "H", "H", "O", "H", "H", "O", "H", "H", "O", "H", "H", "O", "H", "H", "O", "H", "H", "O", "H", "H"], "positions_angstrom": [[-1.06, 0.63, 1.84], [-1.12, 0.18, 0.43], [0.21, -0.21, -0.16], [0.44, 0.53, -1.49], [1.33, 0.33, 0.81], [2.05, 1.27, 0.54], [-0.65, 1.65, 1.84], [-2.04, 0.80, 2.31], [-0.52, -0.11, 2.43], [-1.62, 0.92, -0.05], [0.11, -1.30, -0.17], [-0.50, 1.04, -1.75], [1.21, 1.29, -1.42], [0.70, -0.13, -2.31], [1.40, -0.13, 1.79], [1.99, 3.88, 0.00], [2.13, 3.53, -0.90], [2.58, 3.39, 0.58], [-1.68, -2.53, -2.41], [-1.12, -2.06, -1.78], [-1.44, -2.18, -3.28], [-3.78, -1.93, -0.43], [-3.48, -1.67, -1.32], [-3.09, -1.51, 0.12], [-0.61, 3.54, 0.05], [0.36, 3.69, 0.15], [-1.03, 4.40, -0.04], [2.82, -1.71, 1.08], [2.81, -2.61, 1.43], [3.26, -1.76, 0.22], [0.29, -3.79, 0.27], [0.25, -2.99, 0.82], [-0.18, -4.47, 0.78]], "homo_ev": -8.94, "fmax_ha_per_bohr": 0.039, "energy_ev": -20309.9668}